[1]
Density functional theory data (ωB97M-V/def2-TZVPD) for a 11-piece molecular cluster, C44H121N11O11 overall at a distorted geometry.

Its electronic energy is -86494.47136 eV. The value obtained for the HOMO-LUMO gap is 9.00 eV. For the HOMO energy, the calculation gives -8.6268 eV. Its structure (SMILES) is COC[C@H](C)N.COC[C@H](C)N.COC[C@H](C)N.COC[C@H](C)N.COC[C@H](C)N.COC[C@H](C)N.COC[C@H](C)N.COC[C@H](C)N.COC[C@H](C)N.COC[C@H](C)N.COC[C@H](C)N.

Geometry as XYZ:
```
187
Properties=species:S:1:pos:R:3:forces:R:3
C -3.02265 -4.55317 -0.69452 0.6 -0.9 0.5
O -4.15676 -3.73787 -0.80796 -2.0 -0.6 0.4
C -5.30330 -4.20511 -0.00426 -1.9 0.7 -0.2
C -6.72599 -4.08145 -0.82959 1.6 0.2 0.8
C -7.92458 -4.72912 -0.08800 1.9 0.6 0.2
N -6.50629 -4.62139 -2.12246 -0.3 -0.8 -1.0
H -3.19706 -5.61280 -0.88126 -0.7 -0.3 0.4
H -2.60433 -4.42657 0.30402 0.3 -0.2 0.0
H -2.23832 -4.39976 -1.43574 -0.2 1.1 -0.2
H -5.22084 -5.20449 0.42298 0.5 -0.5 -0.7
H -5.49930 -3.63486 0.90376 0.8 0.8 0.0
H -6.88948 -3.01294 -0.96978 -0.1 0.2 0.3
H -7.59816 -5.73592 0.17259 -0.3 -0.2 0.1
H -8.86982 -4.75929 -0.62996 0.2 0.2 -0.1
H -7.97938 -4.13871 0.82660 -0.6 -0.3 0.2
H -6.63317 -5.62142 -2.05981 0.0 -0.3 -0.3
H -5.52638 -4.47272 -2.31688 0.2 0.0 -0.5
C -7.04263 2.61607 -5.33936 -0.4 0.6 0.1
O -6.69423 1.28584 -5.21991 -0.2 -0.8 0.6
C -5.87839 0.96727 -4.10498 0.1 -0.2 0.0
C -5.63844 -0.48678 -4.22913 0.5 -1.6 0.8
C -4.78916 -1.11721 -3.13029 0.4 0.0 -0.7
N -4.93115 -0.72970 -5.51639 -1.4 0.5 0.6
H -7.68470 2.95222 -4.52521 0.1 0.1 0.4
H -7.67040 2.70917 -6.22556 0.4 0.2 -0.2
H -6.13439 3.21839 -5.36021 -0.1 0.4 -0.3
H -4.90655 1.44660 -4.22283 0.1 0.7 0.5
H -6.34327 1.06821 -3.12425 -0.2 1.0 0.0
H -6.65189 -0.88745 -4.20752 0.1 -0.7 -0.5
H -4.70911 -2.19061 -3.30204 -0.4 -0.1 0.1
H -5.03644 -0.93766 -2.08400 -0.2 0.2 -0.2
H -3.77984 -0.78290 -3.37030 0.3 0.3 0.6
H -5.57467 -0.12856 -6.01097 -0.2 -0.4 -1.8
H -4.20392 -0.03327 -5.43773 1.1 -0.2 -0.1
C -6.20141 -3.54259 3.91279 0.1 0.8 0.8
O -4.94131 -3.10835 3.49263 0.8 0.6 -1.3
C -3.90482 -3.28729 4.45641 -0.6 -1.0 -0.4
C -2.57277 -2.63329 4.11066 0.2 0.0 -1.8
C -2.05134 -2.96516 2.69219 -1.1 0.0 -0.3
N -1.49040 -2.94621 5.05347 -1.7 -0.3 -0.4
H -6.41982 -2.98104 4.82112 -0.4 -0.1 0.4
H -6.27310 -4.60640 4.13922 0.1 -0.2 -0.2
H -6.96333 -3.23598 3.19616 0.2 -0.2 -0.3
H -4.31333 -2.88725 5.38441 0.3 0.0 0.5
H -3.80687 -4.37174 4.50612 0.5 -0.3 0.6
H -2.81265 -1.57047 4.07960 0.1 0.5 0.1
H -1.14056 -2.44130 2.40207 0.2 0.0 0.5
H -2.77967 -2.64207 1.94837 -0.3 0.1 0.0
H -1.92848 -4.03342 2.51380 0.2 -0.1 0.4
H -0.90671 -2.12421 4.99244 0.6 0.0 0.7
H -1.95637 -2.95118 5.94955 0.5 0.1 0.6
C 5.57255 -2.29925 -3.51814 -0.1 0.2 -0.5
O 4.95901 -1.15349 -2.93375 0.7 0.6 0.7
C 5.59126 -0.67496 -1.71050 -1.4 0.9 -0.3
C 4.78848 0.58391 -1.20628 0.6 -0.5 0.7
C 5.20774 0.98827 0.20741 0.0 -0.3 0.1
N 3.36253 0.32000 -1.07749 0.1 -0.7 -1.1
H 5.44396 -2.32620 -4.60019 -0.5 0.6 -0.1
H 5.07299 -3.21382 -3.19860 0.5 -0.1 0.5
H 6.65886 -2.24598 -3.44606 0.1 -0.4 0.7
H 5.61844 -1.45638 -0.95107 -0.2 -0.2 0.1
H 6.60388 -0.29502 -1.84596 0.3 -0.3 -0.5
H 4.91612 1.37860 -1.94132 0.5 0.2 -0.1
H 4.78131 0.21143 0.84204 0.5 -0.3 0.2
H 4.65327 1.85291 0.57215 0.2 0.4 -0.4
H 6.27503 1.11557 0.38847 0.0 0.0 0.0
H 3.24732 -0.24043 -1.90980 -0.9 -0.7 -0.2
H 2.90613 1.16224 -1.39757 -0.4 0.5 0.1
C 6.09734 -4.78032 3.87860 -1.3 -0.6 0.0
O 5.52957 -4.10267 2.79011 -0.3 1.4 -0.9
C 4.62961 -2.97356 3.08280 0.9 -2.8 1.3
C 3.24474 -3.54858 3.53913 0.4 0.4 -2.5
C 2.59018 -4.16337 2.28774 -0.7 -0.1 -0.2
N 2.42972 -2.43754 4.00040 0.5 0.2 0.5
H 6.85188 -4.26842 4.47586 0.4 0.3 -0.5
H 6.41218 -5.72176 3.42841 0.6 0.1 0.4
H 5.31710 -5.03973 4.59415 -0.2 -0.2 0.3
H 5.12537 -2.47186 3.91384 -0.2 0.7 0.1
H 4.57766 -2.35832 2.18453 -0.2 -0.1 0.1
H 3.36423 -4.34011 4.27893 0.0 0.3 0.3
H 2.98784 -5.12047 1.95021 0.3 0.1 0.2
H 2.60759 -3.47848 1.43996 0.4 0.3 0.0
H 1.51684 -4.31077 2.40726 -0.1 -0.1 0.6
H 2.17632 -1.85118 3.21804 -0.5 -0.2 -0.9
H 3.09384 -1.80018 4.41615 0.1 0.3 0.9
C 5.69292 6.45720 -1.45077 0.0 -1.0 0.7
O 4.60615 6.04460 -0.62062 -0.2 0.4 -0.2
C 4.86625 5.05026 0.36402 -1.7 0.4 0.6
C 3.51079 4.90261 1.14560 1.2 1.1 0.2
C 3.51882 3.95768 2.31807 0.2 -0.9 -0.6
N 2.42495 4.51681 0.30872 -0.4 -0.9 -1.1
H 5.47194 7.35672 -2.02536 -0.5 -0.1 0.3
H 5.90719 5.63982 -2.13930 0.3 0.0 -0.2
H 6.56027 6.65021 -0.81948 0.2 0.1 -0.1
H 5.05511 4.06245 -0.05628 0.6 0.0 -0.3
H 5.63044 5.38954 1.06329 0.4 -0.2 -0.1
H 3.27561 5.87513 1.57802 0.2 0.4 -0.2
H 4.48300 3.95906 2.82646 -0.4 0.3 0.7
H 3.39274 2.93548 1.96125 0.2 -0.3 -0.2
H 2.58519 4.11045 2.85948 0.5 0.3 0.7
H 2.52106 3.51833 0.19077 -0.3 -0.4 -0.1
H 2.53213 4.86066 -0.63487 0.0 0.6 -0.1
C -2.26412 2.15055 -2.16780 0.0 1.1 -1.2
O -1.34119 2.91865 -2.95553 1.8 -1.2 1.0
C 0.02993 2.68837 -2.47578 -0.8 1.5 -1.0
C 0.96925 2.21732 -3.57521 -2.0 -0.1 -0.3
C 0.62539 0.80840 -3.93908 -0.5 -1.3 -0.1
N 2.31476 2.31013 -3.11512 1.2 0.3 0.0
H -2.18253 2.39649 -1.10905 0.0 -0.2 0.1
H -2.12039 1.08804 -2.36411 -0.2 -0.1 0.2
H -3.19535 2.54039 -2.57883 -0.5 -0.6 0.4
H 0.35483 3.68806 -2.18739 0.3 0.1 0.5
H 0.09949 2.01135 -1.62437 -0.3 0.0 0.0
H 0.84117 2.84101 -4.45992 -0.4 0.2 -0.1
H 1.36775 0.33945 -4.58490 0.0 0.0 -0.2
H -0.36226 0.68416 -4.38318 0.0 0.5 -0.4
H 0.51067 0.15922 -3.07103 0.5 0.0 0.4
H 2.85285 1.90194 -3.86608 0.6 -0.4 0.1
H 2.57485 3.28283 -3.19447 0.2 0.4 0.4
C 4.22579 1.08846 5.32609 0.5 0.1 -0.7
O 2.93915 0.76056 4.83598 0.6 -0.7 0.9
C 1.90432 1.36583 5.58466 -1.8 0.4 -1.8
C 0.53208 0.64410 5.22428 0.4 -0.3 1.7
C -0.63648 1.28379 5.91069 0.3 1.3 0.6
N 0.52844 -0.78975 5.65248 0.3 1.5 -1.9
H 4.96564 0.62812 4.67126 -0.1 -0.3 0.0
H 4.42076 0.77718 6.35234 -0.3 -0.2 0.1
H 4.45414 2.15151 5.24934 -0.4 0.4 0.1
H 2.03647 1.47551 6.66105 0.3 -0.7 0.2
H 1.88466 2.38175 5.19015 -0.4 0.5 0.2
H 0.33594 0.70723 4.15393 0.5 -0.3 -0.1
H -1.55986 0.70967 5.83431 0.2 0.0 -0.1
H -0.77828 2.30824 5.56646 -0.3 0.0 -0.2
H -0.35968 1.39988 6.95854 -0.3 -0.2 0.4
H 0.86967 -0.92497 6.59342 0.2 0.2 0.1
H 1.20410 -1.12380 4.98018 0.2 -1.4 0.6
C -0.61107 -2.55887 -5.13560 0.0 0.4 -1.6
O 0.22330 -3.64000 -4.79640 -1.4 0.1 0.5
C 1.20929 -3.30440 -3.86830 1.0 -0.8 0.0
C 1.91057 -4.61226 -3.46061 0.7 0.2 1.8
C 2.51340 -4.43513 -2.00627 -0.4 -0.8 -0.9
N 2.95248 -4.95212 -4.42938 0.0 0.4 -0.6
H -1.37615 -2.88223 -5.84143 0.1 -0.4 0.0
H -0.00600 -1.83780 -5.68516 0.1 0.4 0.0
H -1.18386 -2.00058 -4.39511 0.4 -0.4 1.0
H 1.94047 -2.65166 -4.34515 0.4 0.2 -0.1
H 0.85999 -2.76469 -2.98807 -0.6 -0.1 0.2
H 1.18246 -5.42298 -3.43445 -0.4 0.2 0.2
H 3.21967 -5.22683 -1.75630 0.4 0.1 -0.4
H 1.75989 -4.61723 -1.24000 -0.4 0.6 -0.1
H 2.98626 -3.45999 -1.88960 0.0 0.0 0.1
H 2.46459 -5.02459 -5.31075 0.0 0.3 -0.5
H 3.31912 -5.88901 -4.34044 0.0 -0.2 0.7
C -2.25095 -1.25067 -0.72333 0.7 0.6 0.9
O -1.53809 -0.18945 -0.10830 1.7 0.1 1.0
C -0.10176 -0.52372 0.07111 -1.1 1.4 -0.5
C 0.50572 0.22557 1.27937 -0.7 0.9 0.8
C 0.49347 1.77470 1.21608 -1.0 -0.5 0.3
N 1.81769 -0.25672 1.53952 1.7 -1.3 -0.9
H -3.31056 -0.99594 -0.70228 0.2 -0.1 -0.1
H -2.03909 -2.09559 -0.06808 -0.4 -0.6 -0.7
H -1.88319 -1.35345 -1.74425 -0.2 -0.5 -0.2
H 0.10808 -1.59276 0.10608 -0.4 -0.2 0.5
H 0.35036 -0.18640 -0.86158 0.5 0.1 -0.1
H -0.04910 -0.08010 2.16641 -0.7 0.2 -0.1
H -0.54887 2.08821 1.27380 -0.1 0.4 -0.4
H 1.01573 2.23406 0.37684 -0.2 -0.4 -0.3
H 0.95495 2.20826 2.10330 0.2 -0.3 0.2
H 2.33894 -0.10520 0.68778 0.5 -0.4 -0.5
H 2.39022 0.24199 2.20555 -0.6 0.5 0.6
C -2.33116 8.56179 -1.73426 0.7 0.5 -0.6
O -2.69275 8.11816 -0.48748 0.1 -0.5 1.0
C -1.59338 7.86160 0.36726 -0.7 -0.8 1.8
C -0.69555 6.61580 0.07408 -0.1 0.9 0.3
C -1.55676 5.36553 -0.03987 0.3 0.2 -1.1
N 0.31290 6.42631 1.11724 -0.5 0.5 0.8
H -1.70709 7.81703 -2.22818 -0.2 -0.1 -0.6
H -1.69956 9.44350 -1.62582 0.1 0.4 -0.2
H -3.23003 8.83674 -2.28611 0.1 -0.3 -0.1
H -1.01376 8.74148 0.64642 0.5 0.5 -0.9
H -2.11699 7.71628 1.31215 0.1 -0.6 0.3
H -0.09956 6.90757 -0.79065 -0.5 -0.6 -1.0
H -2.08667 5.13473 0.88428 0.0 0.3 0.0
H -0.98480 4.48453 -0.33103 0.3 0.0 0.2
H -2.23661 5.52263 -0.87726 -0.4 -0.1 0.2
H 0.98690 7.17716 1.07164 0.0 0.4 0.1
H 0.86742 5.61593 0.88085 0.0 -0.5 0.0
```
Positions in Å, forces in eV/Å.

=====

[2]
Density functional theory data (ωB97M-V/def2-TZVPD) for C25H33BrClCrN2O8P as an isolated structure.

Its electronic energy is -166101.77039 eV. The value obtained for the HOMO-LUMO gap (alpha / beta) is 7.49 / 7.55 eV. As for the multiplicity: 4. For the HOMO energy (alpha / beta), the calculation gives -6.1113 / -6.1688 eV. Its expectation value of S² is 3.787. Its charge is -1.

Geometry as XYZ:
```
72
Properties=species:S:1:pos:R:3:forces:R:3
Cr -0.10999 0.31338 -0.34445 0.0 0.0 0.1
N 3.99337 -0.26522 -0.59871 0.0 0.1 0.0
C 3.28142 -0.19983 -1.87988 0.0 0.1 -0.1
C 2.13119 -1.21066 -1.88498 0.1 0.1 -0.1
O 2.23090 -2.22437 -2.56342 0.0 0.0 0.1
O 1.12510 -0.94484 -1.12378 -0.1 -0.2 0.1
H 4.68392 0.47300 -0.53956 0.0 0.0 0.0
H 4.48863 -1.14563 -0.52446 0.0 0.0 0.0
H 3.90924 -0.42341 -2.74716 0.0 0.0 0.0
H 2.86927 0.80530 -1.99510 0.0 -0.1 0.0
C -0.79375 -3.40719 2.99676 0.0 -0.1 0.0
C -0.22620 -2.15985 2.32217 0.0 0.0 -0.1
C 1.29288 -2.25381 2.14068 0.0 0.0 0.0
P -1.14596 -1.62202 0.80576 0.0 0.1 0.0
C -2.83271 -1.13684 1.43937 0.0 0.0 0.0
C -3.96967 -2.15983 1.46684 0.0 0.0 0.1
C -2.70202 -0.46188 2.80859 0.0 0.0 0.0
C -1.20113 -3.00844 -0.43743 0.0 0.0 0.0
C -2.37744 -3.98032 -0.40172 0.0 -0.1 0.0
C 0.10446 -3.80860 -0.45624 0.0 -0.1 0.1
H -0.26500 -3.59599 3.93541 0.0 0.0 0.0
H -0.67020 -4.28968 2.36551 0.0 0.0 0.0
H -1.85447 -3.30275 3.22523 0.0 0.0 0.0
H -0.39683 -1.30993 2.98698 0.0 0.0 0.0
H 1.58344 -3.20840 1.70595 0.0 0.0 0.0
H 1.77270 -2.17916 3.12064 0.0 0.0 0.0
H 1.68746 -1.45591 1.51059 0.0 0.0 0.0
H -3.11917 -0.36309 0.72758 0.0 0.0 0.0
H -3.70350 -3.09376 1.96576 0.0 0.0 0.0
H -4.32160 -2.37983 0.46393 0.0 0.0 0.0
H -4.80689 -1.72109 2.01671 0.0 0.0 0.0
H -2.54902 -1.19193 3.60900 0.0 0.0 0.0
H -3.63067 0.07314 3.01821 0.0 0.0 0.0
H -1.90056 0.27430 2.83362 0.0 0.0 0.0
H -1.25489 -2.44404 -1.36988 0.0 0.0 0.0
H -2.51138 -4.43956 0.58124 0.0 0.0 -0.1
H -2.16865 -4.78498 -1.11182 0.0 0.0 0.0
H -3.30988 -3.51004 -0.70218 0.1 0.0 0.0
H 0.14532 -4.51453 0.37958 0.0 0.0 0.0
H 0.98469 -3.17939 -0.44792 0.0 0.1 0.0
H 0.13732 -4.38447 -1.38225 0.0 0.0 0.0
Br -1.62698 2.05090 0.62278 0.0 0.0 0.0
O 1.14145 1.90692 -0.95696 -0.1 0.1 0.1
C 1.69901 1.80459 0.17003 0.1 0.0 -0.1
O 1.32071 0.92615 0.98918 -0.1 0.0 0.1
C 2.82705 2.71436 0.52841 0.0 0.0 0.0
C 3.17000 3.75875 -0.31969 0.0 0.0 0.0
C 4.22417 4.60390 0.00056 0.0 0.0 0.0
C 4.94274 4.40459 1.16737 0.0 0.0 0.0
C 4.58246 3.35180 1.99310 0.0 0.0 0.0
C 3.53603 2.49905 1.70148 0.0 0.0 0.0
N 5.35333 3.13639 3.23160 0.0 0.0 0.0
O 5.05610 2.18935 3.92793 0.0 0.0 0.0
O 6.25290 3.91748 3.48060 0.0 0.0 0.0
H 2.59493 3.89377 -1.22597 0.0 0.0 0.0
H 4.48748 5.42000 -0.65877 0.0 0.0 0.0
H 5.76783 5.04240 1.44628 0.0 0.0 0.0
H 3.27146 1.68212 2.35540 0.0 0.0 0.0
Cl -3.86220 5.13166 -5.22060 0.0 0.0 0.0
C -3.48635 3.69773 -4.29479 0.0 0.0 0.0
C -4.50674 2.82023 -3.96736 0.0 0.0 0.0
C -4.19940 1.68590 -3.23285 0.0 0.0 0.0
C -2.89266 1.43130 -2.83759 0.0 -0.1 -0.1
C -1.88642 2.32849 -3.17339 0.0 0.0 0.0
C -2.17847 3.46931 -3.90501 0.0 0.0 0.0
C -2.58827 0.19135 -2.03308 -0.1 0.1 0.3
O -3.49723 -0.54182 -1.66432 0.1 0.0 -0.1
O -1.33458 -0.01209 -1.79515 0.1 0.0 -0.2
H -5.52028 3.02856 -4.28154 0.0 0.0 0.0
H -4.96822 0.97893 -2.95115 0.0 0.0 0.0
H -0.87508 2.13248 -2.84486 0.0 0.0 0.0
H -1.40452 4.17764 -4.16684 0.0 0.0 0.0
```
Positions in Å, forces in eV/Å.

=====

[3]
Density functional theory data (ωB97M-V/def2-TZVPD) for a 2-piece molecular cluster, CH8N3 overall at a distorted geometry.

Its electronic energy is -5626.05922 eV. The value obtained for the HOMO-LUMO gap is 9.22 eV. For the HOMO energy, the calculation gives -13.2647 eV. Its charge is +1.

Geometry as XYZ:
```
12
Properties=species:S:1:pos:R:3:forces:R:3
C -0.58927 0.26346 0.15752 -0.7 2.5 -2.1
N -0.68695 0.12586 -1.44355 -0.1 -3.4 1.7
N 0.77927 0.26150 0.39836 1.0 4.2 4.6
N 1.18910 -0.84408 1.03142 1.6 -2.3 -0.7
H -1.19318 -0.45844 0.65447 -0.4 -1.1 -0.1
H -1.15192 1.22829 0.22881 1.1 -0.6 0.6
H -0.77561 -0.90430 -1.65759 -0.9 1.5 -0.3
H 0.08132 0.40470 -1.99040 2.4 0.5 0.0
H 0.78727 1.38680 1.53430 0.1 -2.4 -3.2
H 0.70805 -1.10965 1.86826 0.1 -0.2 0.4
H -1.33752 0.80217 -1.71221 -2.5 0.3 -1.0
H 2.18943 -1.15632 0.93062 -1.7 1.0 0.2
```
Positions in Å, forces in eV/Å.

=====

[4]
Density functional theory data (ωB97M-V/def2-TZVPD) for an isolated ion of composition C5H13N2 and charge +1 at a distorted geometry.

Its electronic energy is -8367.96584 eV. The value obtained for the HOMO-LUMO gap is 7.59 eV. For the HOMO energy, the calculation gives -11.1744 eV. Its structure (SMILES) is CN/C=C/CC[NH3+]. Its charge is +1.

Geometry as XYZ:
```
20
Properties=species:S:1:pos:R:3:forces:R:3
C 1.41678 1.97104 2.58818 -0.1 0.9 -0.4
N 0.21910 1.68801 1.81464 -1.3 0.0 -0.7
C 0.28359 0.85125 0.73734 -0.1 0.3 0.8
C -0.51419 -0.21887 0.45374 0.9 0.8 -1.2
C 0.12424 -1.29788 -0.41432 -1.0 0.5 -0.3
C -0.06183 -1.04979 -1.90429 0.3 -0.4 -0.6
N -1.49560 -1.35601 -2.30383 0.4 0.4 -0.2
H 1.90679 1.08004 2.97426 0.0 -0.1 0.0
H 2.10919 2.56405 1.98469 0.1 -0.3 0.0
H 1.12312 2.63196 3.39407 0.0 -0.1 0.3
H -0.64049 1.57736 2.33204 0.3 -0.1 0.4
H 1.06631 1.19057 0.06139 0.9 -1.0 0.3
H -1.58758 -0.14900 0.57433 0.0 -0.7 1.0
H -0.34325 -2.23428 -0.09743 0.1 -0.2 -0.3
H 1.18392 -1.42948 -0.22034 0.1 0.2 0.1
H 0.08487 -0.00657 -2.18139 0.0 0.1 0.3
H 0.59006 -1.60577 -2.58375 -0.2 -0.4 0.3
H -2.07648 -0.68611 -1.79266 -0.3 -0.3 0.0
H -1.78111 -2.31673 -2.11090 0.1 0.1 0.3
H -1.60741 -1.20380 -3.30577 -0.2 0.1 0.0
```
Positions in Å, forces in eV/Å.

=====

Q: The highest electronic energy belongs to which entry?
A: CH8N3